94
Properties=species:S:1:pos:R:3:forces:R:3 method="wB97M-V/def2-TZVPD" homo_ha=-0.3753 smiles="CCOP(=O)(OCC)OCC.CCOP(=O)(OCC)OCC.O=C1OCCO1.O=C1OCCO1.O=C1OCCO1.CC#N.CC#N" e_tot_ha=-3052.92362 max_force_ev_per_a=1.61 homo_lumo_gap_ha=0.385
C -7.00893 -3.57458 2.36056 0.55 0.33 -0.38
C -6.21917 -4.38136 3.35853 -0.71 -0.66 1.05
O -5.07267 -5.07042 2.81669 0.88 0.60 0.22
P -3.63054 -4.36690 2.92702 -0.40 0.09 -0.02
O -2.50048 -5.23004 2.56989 -0.45 0.08 -0.02
O -3.81368 -3.04780 2.03970 0.39 0.30 0.12
C -3.71832 -3.18745 0.60244 -0.28 -0.23 0.09
C -2.30354 -3.07174 0.12040 0.74 -0.75 0.05
O -3.59747 -3.75672 4.39213 -0.42 -0.35 -0.29
C -2.37938 -3.66905 5.13939 1.02 0.18 0.05
C -1.68051 -2.37261 4.76819 -0.25 0.60 -0.26
H -6.33185 -2.89946 1.83273 0.01 -0.08 -0.06
H -7.51645 -4.19154 1.62124 -0.11 -0.01 0.09
H -7.70311 -2.90995 2.87376 -0.24 -0.28 0.07
H -5.97885 -3.78627 4.24213 0.55 0.23 -0.33
H -6.80313 -5.18868 3.81167 -0.22 0.01 -0.41
H -4.17883 -4.15216 0.37875 0.09 0.06 -0.49
H -4.30616 -2.39047 0.14331 -0.30 -0.05 0.33
H -1.69396 -3.88457 0.52268 -0.01 0.18 0.23
H -2.21378 -3.20920 -0.95935 -0.26 0.31 -0.08
H -1.86059 -2.12189 0.42187 -0.02 0.00 -0.03
H -2.63580 -3.75333 6.19346 -0.18 0.16 -0.05
H -1.72066 -4.50345 4.88932 -0.22 -0.12 -0.02
H -2.36178 -1.52363 4.86604 -0.14 -0.13 -0.06
H -0.79633 -2.07393 5.33229 0.03 -0.60 0.22
H -1.39062 -2.43712 3.71725 0.03 0.08 0.01
C 5.11837 3.87303 -3.38707 -0.02 -0.30 -0.69
C 4.18942 3.87842 -2.19901 0.54 -0.04 0.55
O 4.81834 4.75335 -1.22424 -0.12 0.50 -0.19
P 4.12916 5.19583 0.12828 0.23 0.09 1.06
O 2.76991 5.75725 0.01952 0.39 -0.47 -0.25
O 4.28404 3.89984 1.07595 -0.09 1.35 -0.44
C 3.26769 2.89404 1.06133 -0.34 -1.03 0.44
C 3.25770 2.22509 2.43321 0.41 0.05 -0.19
O 5.19938 6.18783 0.79367 -0.65 -1.47 -0.17
C 5.61868 7.39821 0.16915 0.12 0.71 -0.17
C 4.74116 8.55844 0.60001 -0.48 -0.33 0.45
H 4.66377 3.35550 -4.23636 -0.11 0.01 0.10
H 5.37899 4.87510 -3.72660 -0.23 0.13 0.16
H 6.06201 3.36175 -3.19746 -0.08 -0.03 0.33
H 3.17129 4.19529 -2.42725 0.11 0.38 -0.07
H 4.10494 2.90138 -1.72626 0.04 -0.17 -0.24
H 2.28034 3.29433 0.82379 0.12 0.22 -0.05
H 3.52356 2.13946 0.31502 0.03 0.15 -0.15
H 4.29941 2.08725 2.73024 -0.03 0.20 0.20
H 2.72417 2.83404 3.15929 0.10 -0.04 0.11
H 2.84542 1.21552 2.42233 -0.35 0.15 -0.23
H 6.61911 7.57674 0.56891 0.10 -0.17 -0.44
H 5.62463 7.26483 -0.91574 0.22 0.05 0.07
H 3.69926 8.34482 0.35464 0.02 0.05 0.05
H 4.83558 8.63002 1.68610 -0.21 0.11 -0.02
H 4.99761 9.53162 0.18519 0.31 -0.16 -0.24
O -2.94222 4.37878 -2.37907 -0.19 0.05 -0.32
C -1.76054 4.28400 -2.25548 -0.49 -0.15 0.35
O -1.04336 3.25062 -2.73514 0.28 -0.25 -0.17
C 0.28981 3.29642 -2.21126 0.39 0.21 0.10
C 0.31411 4.59586 -1.39568 0.17 0.05 0.44
O -1.00053 5.13488 -1.57567 0.11 0.15 0.15
H 0.45467 2.41323 -1.60050 -0.05 0.05 0.04
H 1.03295 3.28577 -3.00783 -0.26 -0.02 -0.21
H 1.03536 5.35940 -1.67547 0.03 -0.19 -0.26
H 0.47894 4.39863 -0.33596 -0.17 0.07 -0.02
O -0.95499 2.57678 1.51360 0.09 0.08 -0.03
C -1.61374 1.96361 0.73841 0.22 -0.20 0.13
O -2.92771 2.11671 0.54793 -0.56 0.22 -0.07
C -3.41688 1.14689 -0.37262 0.45 -0.18 -0.88
C -2.12289 0.58009 -0.99179 -0.64 -1.14 0.50
O -1.12856 0.97878 -0.05841 0.36 0.31 -0.15
H -3.98146 0.37301 0.14347 0.04 0.06 0.28
H -4.05142 1.58624 -1.13868 -0.01 0.40 0.22
H -1.87908 0.87845 -2.00855 -0.01 0.46 0.12
H -2.17217 -0.51020 -0.94938 0.14 0.07 -0.26
O 1.02576 -4.44429 -0.73116 0.19 0.63 -0.19
C 1.32483 -5.58192 -0.83733 -0.62 -0.85 0.72
O 1.92153 -6.30956 0.14872 -0.02 0.32 0.28
C 1.80538 -7.68189 -0.17011 0.72 -0.86 -0.69
C 1.68801 -7.62703 -1.68517 -0.40 -0.68 0.23
O 1.00686 -6.39329 -1.86442 0.20 0.44 -0.54
H 2.69784 -8.23311 0.12626 0.04 0.27 0.20
H 0.94333 -8.18220 0.27645 -0.15 0.50 0.19
H 1.06530 -8.43678 -2.06348 0.06 0.14 -0.17
H 2.65182 -7.61983 -2.19739 -0.04 0.13 0.02
C 1.37387 -1.31615 -0.70548 0.38 -0.07 -0.20
C 1.90965 -0.10214 -1.33198 -0.31 -0.53 0.18
N 2.32981 0.84488 -1.82355 0.15 0.16 -0.07
H 0.56329 -1.06428 -0.02694 0.00 0.03 0.02
H 2.17258 -1.82456 -0.16676 -0.03 0.13 0.18
H 1.04143 -2.04019 -1.44893 -0.17 0.20 -0.13
C -2.16637 -1.70213 -5.33397 0.07 -0.38 0.58
C -1.15035 -2.33552 -4.48429 0.08 0.27 -0.44
N -0.34949 -2.83189 -3.83090 0.04 -0.01 0.17
H -2.06802 -2.02597 -6.36603 0.02 -0.06 0.00
H -2.08453 -0.61968 -5.28105 -0.03 0.02 0.04
H -3.12013 -2.03504 -4.92309 -0.18 0.23 -0.30



7
Properties=species:S:1:pos:R:3:forces:R:3 method="wB97M-V/def2-TZVPD" relative_energy_kj_mol=0.0 charge=+1 homo_ha="-0.4748 / -0.5204" e_tot_ha=-1013.75037 spin_multiplicity=3 max_force_ev_per_a=3.54 homo_lumo_gap_ha="0.287 / 0.193"
C -0.89238 -0.66398 0.30551 2.26 -1.78 -0.96
C -0.48729 0.46974 -0.23880 1.52 -2.44 0.14
P 1.15824 0.50909 -0.99296 -0.01 0.17 1.18
I 0.60123 -2.31035 0.09454 -0.81 0.97 0.10
I 2.53946 1.88094 0.43067 -0.34 -0.30 -0.60
H -1.77181 -1.11084 0.71657 -0.59 0.49 0.36
H -1.14745 1.22539 -0.31553 -2.03 2.89 -0.23



17
Properties=species:S:1:pos:R:3:forces:R:3 method="wB97M-V/def2-TZVPD" relative_energy_kj_mol=91.3 homo_ha=-0.3490 smiles=CCNCO.O e_tot_ha=-326.09669 max_force_ev_per_a=2.42 homo_lumo_gap_ha=0.375
C 2.08218 0.95735 0.51769 -1.12 -0.27 1.25
C 2.11506 -0.28028 -0.32887 -0.16 -1.22 -0.17
N 0.82252 -1.05278 -0.34779 0.12 0.07 -0.16
C -0.15834 -0.49353 -1.22151 1.00 1.99 -0.96
O 0.31192 -0.48899 -2.60490 -0.53 0.46 0.62
H 2.87506 1.67976 0.34437 -0.13 0.01 -0.30
H 1.07148 1.39163 0.45315 0.55 0.42 -0.24
H 2.13241 0.64792 1.56986 0.16 0.14 -0.10
H 2.71912 -1.06181 0.13789 0.73 0.50 -0.16
H 2.49015 -0.07559 -1.34044 -0.18 -0.09 0.12
H 1.13112 -1.92589 -0.75665 -0.41 -0.46 0.27
H -1.19878 -0.80194 -1.19525 0.14 -1.00 0.37
H -0.20957 0.56989 -0.93369 -0.06 -0.21 -0.41
H 0.27361 -1.38519 -2.93424 -0.11 -0.34 -0.13
O -5.65689 0.92447 3.22830 -0.16 0.12 -0.68
H -4.93583 0.31037 3.11468 0.50 -0.41 0.43
H -5.86521 1.08461 2.29740 -0.34 0.29 0.25



23
Properties=species:S:1:pos:R:3:forces:R:3 method="wB97M-V/def2-TZVPD" relative_energy_kj_mol=89.8 charge=+2 homo_ha=-0.5345 e_tot_ha=-2278.15828 max_force_ev_per_a=5.10 homo_lumo_gap_ha=0.168
C 2.21891 -2.11504 -3.85464 -0.48 -2.17 0.27
C 2.55240 -2.20963 -5.14406 -0.05 0.92 -0.82
H 2.20727 0.36766 -2.74135 -0.18 0.85 0.52
H 2.97196 -1.93651 -3.08347 -0.54 1.45 0.04
H 2.31590 -3.09946 -5.73259 -0.93 0.68 -0.14
H 2.98009 -1.36122 -5.68291 1.14 -0.68 0.22
H 1.41382 -2.83141 -3.60182 0.89 -0.01 0.55
O -1.43167 -1.93020 2.68417 0.67 0.80 0.81
C -1.24762 -1.67251 1.45895 2.21 2.40 -0.09
O -1.85128 -2.34964 0.57541 0.49 0.74 -2.97
O -0.41156 -0.70871 1.14445 -0.39 -0.35 0.48
C -0.20458 -0.42341 -0.24099 -0.40 -0.16 -0.77
C 0.75064 0.75507 -0.30443 0.51 1.00 0.84
C 0.93685 1.36571 -1.60318 -0.05 -0.61 -0.77
C 2.17853 1.45972 -2.28008 0.14 -0.14 -0.68
Zn -2.53732 -3.21878 1.96628 -2.96 -3.56 2.15
H -1.16360 -0.18041 -0.71577 0.19 -0.12 0.08
H 0.23202 -1.30026 -0.73548 -0.10 0.19 0.12
H 1.70022 0.59333 0.22344 -0.24 -0.28 -0.27
H 0.27932 1.63679 0.20519 -0.04 -0.35 0.12
H 0.04568 1.72170 -2.13556 0.10 -0.25 0.10
H 2.17262 2.11749 -3.15672 0.10 -0.10 0.30
H 3.06646 1.54675 -1.64628 -0.07 -0.25 -0.10



46
Properties=species:S:1:pos:R:3:forces:R:3 method="wB97M-V/def2-TZVPD" relative_energy_kj_mol=144.1 charge=+1 homo_ha=-0.4921 e_tot_ha=-1146.94806 max_force_ev_per_a=1.78 homo_lumo_gap_ha=0.396
O 1.83246 1.46953 -1.47656 0.58 -0.15 -0.05
H 3.72738 -0.67449 -2.78769 0.55 -0.64 -0.22
H 1.32802 1.02638 -0.78362 -0.37 -0.14 0.08
O -2.58728 2.79570 2.25625 -0.01 -0.35 -0.17
H -3.30041 -0.53938 1.29936 0.43 -0.21 -0.30
H -3.42965 2.51990 1.87671 -0.15 0.26 -0.02
O -0.18121 3.30877 -0.61939 0.69 -0.10 0.03
H -1.04643 -4.61505 -0.37500 -0.47 0.35 -0.07
H 0.91649 0.55709 1.39676 -0.16 -0.16 0.34
O 0.18177 0.88092 4.30129 -0.42 -0.29 -0.04
H -1.10473 -0.07700 2.96521 0.16 0.70 0.51
H 1.03964 1.15398 4.63546 0.15 -0.05 -0.05
O 1.02075 -0.29274 -3.68741 -0.40 0.14 -0.45
H 1.74924 0.25765 -3.98430 0.43 0.15 0.38
H 0.37314 -0.03700 -4.35487 -0.23 -0.40 -0.05
O 3.81765 -0.41228 -1.86796 -0.24 1.00 -1.16
H -0.34334 4.23341 -0.41587 -0.37 -0.05 0.13
H -0.93918 2.78604 -0.35580 -0.38 0.24 -0.04
O -0.31237 -4.09680 -0.03221 0.51 -0.56 0.07
H 3.19903 0.35315 -1.91605 0.14 -0.04 0.83
H -2.76678 0.99295 -2.92490 -0.10 0.11 -0.31
O 2.79267 -1.89336 -0.15326 0.09 -0.56 0.75
H -1.97479 2.16486 1.86122 0.14 0.08 0.01
H -1.26834 0.61711 -3.10192 0.05 0.20 -0.19
O -2.02472 -0.19481 2.73077 -0.62 -1.05 -0.64
H 1.69865 -2.13192 -0.95777 0.31 0.42 -0.54
H 0.29479 -2.87295 -0.89107 -0.35 -0.49 -0.68
O 1.55271 2.33544 2.55380 0.21 -0.46 -0.23
H 2.90389 -0.95521 0.03414 -0.41 0.12 0.13
O -3.31317 -0.28841 0.36197 -0.71 0.79 0.70
H -4.24342 -0.14552 0.17724 -0.19 0.04 -0.26
H 1.77349 2.51288 1.63632 -0.05 0.51 -0.02
O -1.97713 0.71074 -2.46574 0.12 -0.22 0.67
H -2.58378 0.57230 2.86548 0.67 0.49 0.64
H 3.62588 -2.05609 -0.61689 -0.12 -0.18 -0.23
O 0.88116 -2.43302 -1.60288 -0.26 -0.12 1.23
H 0.38618 -4.76600 0.00053 0.13 0.15 0.25
H 0.35107 -1.68447 -1.92109 0.20 0.23 -0.19
O 0.54744 -0.12526 0.81135 0.14 0.42 -0.31
H 2.24662 2.21534 -1.03237 -0.17 0.27 -0.12
H -2.56218 -2.12879 -1.67120 -0.09 0.32 -0.03
O -1.95795 -1.92285 -0.95452 1.21 -1.23 -0.45
H -1.89665 -0.97028 -0.89440 -0.65 0.34 -0.16
H -0.18343 0.26892 4.94937 0.08 0.13 0.19
H 0.72019 2.77936 2.73876 -0.10 0.12 -0.08
H -0.41018 0.00614 0.85134 -0.01 -0.16 0.09



15
Properties=species:S:1:pos:R:3:forces:R:3 method="wB97M-V/def2-TZVPD" relative_energy_kj_mol=124.9 homo_ha=-0.3268 smiles=NCCSS.O e_tot_ha=-1007.91628 max_force_ev_per_a=5.84 homo_lumo_gap_ha=0.338
N 0.78163 0.95278 -2.71771 -1.07 -1.05 0.67
C 0.06358 -0.40814 -2.58148 -0.42 1.86 -3.14
C 0.24767 -1.05766 -1.26764 5.14 -2.62 0.87
S -0.67843 -0.52641 0.13149 -0.84 0.06 1.33
S -0.10933 -1.72411 1.79854 1.53 1.40 -1.10
H 1.70434 0.82693 -2.30664 -0.02 -0.02 -0.18
H 0.33366 1.64507 -2.09647 0.10 -0.54 -0.45
H -1.00889 -0.25134 -2.92372 1.03 -0.01 0.93
H 0.42859 -1.04183 -3.47658 -0.10 0.70 1.79
H 0.44486 -2.15229 -1.34513 -1.67 0.21 -0.06
H 1.41379 -0.96296 -0.99677 -2.05 0.80 -0.42
H 1.14966 -1.08776 2.05109 -1.64 -0.78 -0.24
O -1.32046 1.83278 5.04237 1.31 -1.86 -1.04
H -1.93758 1.23968 5.45230 -0.52 0.02 0.36
H -1.51310 2.71524 5.23635 -0.78 1.84 0.67



11
Properties=species:S:1:pos:R:3:forces:R:3 method="wB97M-V/def2-TZVPD" relative_energy_kj_mol=283.5 homo_ha=-0.3201 smiles=Nc1n[nH]c(Cl)c1Cl e_tot_ha=-1200.65952 max_force_ev_per_a=6.29 homo_lumo_gap_ha=0.323
N -2.68794 -0.11852 -0.04642 -2.28 -0.23 4.53
C -1.37930 -0.56099 0.11654 -1.01 -3.34 -2.22
N -1.06671 -1.90581 -0.20842 -0.87 4.72 1.56
N 0.27522 -1.87115 -0.29047 4.06 0.00 4.81
C 0.76217 -0.55111 0.30709 -1.14 -0.31 -2.86
Cl 2.36286 -0.05824 0.02188 0.43 -0.27 0.28
C -0.30958 0.36772 0.31456 1.47 -2.75 -1.01
Cl -0.29650 2.09261 -0.14391 -0.05 -1.91 1.09
H -3.40144 -0.79934 0.56473 2.39 1.97 -2.40
H -2.62442 0.71493 0.62230 -1.03 -0.87 -1.50
H 0.81395 -2.76538 0.27558 -1.98 3.00 -2.27



59
Properties=species:S:1:pos:R:3:forces:R:3 method="wB97M-V/def2-TZVPD" charge=-1 homo_ha=-0.2543 e_tot_ha=-6064.32712 max_force_ev_per_a=6.87 homo_lumo_gap_ha=0.321
Mg -0.46974 0.77109 -0.13692 0.12 -3.27 -0.83
C 1.02440 4.56188 -0.68946 2.09 -1.80 1.50
F -0.02322 4.35349 -1.46531 0.42 0.86 0.28
F 1.98645 5.33856 -1.20114 -0.69 -0.53 -1.06
F 0.77656 5.10859 0.48306 -1.44 0.16 -0.38
S 1.86140 2.76339 -0.35299 1.65 0.47 -3.52
O 1.87079 2.10801 -1.68154 -1.15 0.96 2.72
O 3.19323 3.04436 0.19487 -2.67 -0.64 -0.14
N 0.67184 1.96533 0.65537 4.84 3.48 -0.13
S 1.06051 2.39437 2.15497 -2.12 0.34 3.67
O 1.59426 3.73137 2.36350 0.15 -2.24 -0.51
O -0.15888 2.12094 2.93394 1.89 -0.56 -0.89
C 2.41014 1.04777 2.75574 1.14 1.00 -1.85
F 3.65193 1.21400 2.21110 -1.40 -0.82 -1.71
F 2.72190 1.31241 3.96593 -1.24 0.39 3.62
F 1.93757 -0.19911 2.65007 0.25 0.85 -0.30
C 1.00701 -1.17113 -4.08881 0.49 1.76 -2.13
F 0.48674 -1.96227 -5.12772 1.17 1.37 2.54
F 2.38259 -0.99353 -4.33764 -3.43 -0.65 0.39
F 0.37987 0.06331 -4.17173 1.32 -2.09 -0.12
S 0.59819 -1.81348 -2.32940 0.86 -3.35 0.18
O 0.28303 -0.64431 -1.50495 0.68 -0.66 -0.65
O -0.44727 -2.79988 -2.49586 0.93 1.16 0.00
N 2.09925 -2.78781 -1.94673 -3.10 2.95 -1.14
S 2.97500 -1.64575 -1.26867 1.07 -0.33 4.88
O 3.16967 -0.40423 -1.94676 0.25 0.21 -0.58
O 2.58029 -1.48975 0.18434 1.18 -0.43 -2.78
C 4.73761 -2.51066 -1.25076 -3.61 0.22 -2.54
F 4.54395 -3.81086 -0.96130 0.99 0.61 0.52
F 5.22838 -2.44544 -2.52057 0.09 -0.15 0.96
F 5.49024 -1.83504 -0.45397 1.09 -0.25 0.98
C -4.25184 1.64198 1.13224 0.06 -0.55 -0.83
F -5.40533 2.22075 1.20672 -1.55 1.17 -0.44
F -3.75968 1.75335 2.38677 0.70 -0.95 -1.56
F -4.50315 0.37977 0.69630 1.06 0.65 1.32
S -3.20242 2.56516 -0.27737 1.48 0.93 2.40
O -4.14350 3.24932 -1.15329 1.37 -1.41 1.32
O -2.22816 3.32090 0.46464 -0.65 0.33 0.07
N -2.10135 1.31154 -0.92911 -4.13 3.94 1.77
S -2.90097 0.95917 -2.18383 -2.94 -4.01 -4.75
O -2.11444 -0.07009 -2.80365 -0.27 -0.13 -0.52
O -4.35022 0.66581 -1.98055 3.15 1.15 -0.30
C -2.73396 2.42732 -3.49378 -1.45 -1.18 2.06
F -2.13328 3.46472 -2.88979 -0.09 -0.28 -1.15
F -2.03668 1.94272 -4.49490 -0.02 0.74 -0.11
F -3.99023 2.74477 -3.88212 1.37 0.17 -0.15
C 0.25131 -4.73387 2.96366 -1.26 -0.24 0.20
C -0.93573 -3.78556 2.68410 2.54 -1.37 -0.46
C -1.48092 -2.96179 3.80403 -0.59 -0.28 0.11
O -1.52174 -1.65833 3.20801 -1.24 1.64 -0.14
C -1.03289 -1.65334 1.97628 2.62 0.40 -2.10
O -0.99301 -0.76064 1.09564 -0.85 -1.96 3.37
O -0.33962 -2.80835 1.79709 -1.99 0.64 -0.62
H 0.98546 -4.18119 3.54989 0.14 -0.31 -0.11
H 0.66357 -5.15190 2.04529 0.11 0.62 -0.16
H -0.10765 -5.63259 3.46521 0.04 0.14 0.58
H -1.79191 -4.31094 2.26097 0.32 0.07 -0.83
H -0.97466 -2.98348 4.76908 0.42 0.46 -0.30
H -2.49073 -3.34056 3.96188 -0.18 0.62 0.31